Entry from the OMol25 dataset: 2 unconnected molecules or ions with the total composition C3H3FO (ωB97M-V/def2-TZVPD).

Geometry (Å):
C  -0.9376  -0.1261  -1.2760
C  1.1714  0.6123  1.5071
C  -0.1759  -0.7683  -0.5186
O  0.7523  1.6951  1.6332
F  0.1689  -2.0109  -0.4127
H  -1.7023  -0.4193  -2.0596
H  -1.2433  0.9168  -1.0462
H  1.9666  0.1004  2.1728

As for the LUMO energy (alpha / beta): 0.055 / -0.049 eV. As for the total charge: 0. As for the largest force on an atom: 6.35 eV/Å. Its energy is -7918.924 eV. Its HOMO-LUMO gap (alpha / beta) is 0.3331 / 0.3115 Ha.

Entry from the OMol25 dataset: 4 unconnected molecules or ions with the total composition C26H27I2NO15 (ωB97M-V/def2-TZVPD).

Geometry (Å):
C  5.0258  3.8485  4.2396
O  4.5677  3.4376  2.9303
C  4.0833  2.0794  2.9087
C  2.4535  2.0077  2.9252
C  1.9944  0.6223  3.5808
N  0.5171  0.3662  3.5444
C  -0.1980  1.5713  4.0275
O  0.1982  2.0131  5.1414
O  -1.2099  2.1810  3.2331
C  -2.5551  1.9236  3.7185
I  -2.7383  0.2196  5.0843
C  -3.2592  3.2883  4.2860
C  -2.9959  4.4101  3.1231
I  -2.4455  3.9636  6.1863
H  4.3971  4.7223  4.6281
H  5.0005  3.0350  5.0368
H  6.1064  4.2186  4.1111
H  4.4581  1.6037  1.9237
H  4.4760  1.4109  3.7455
H  2.1321  2.9385  3.5274
H  2.1093  2.1240  1.8310
H  2.5677  -0.2117  3.0486
H  2.3036  0.6193  4.6870
H  0.1892  0.1070  2.6011
H  -3.1813  1.6470  2.7875
H  -4.3886  3.1538  4.4234
H  -3.8135  5.2011  3.0754
H  -1.9804  4.9258  3.2537
H  -3.0576  3.8183  2.1324
C  -2.9375  1.6831  -0.8185
C  -4.2632  1.7703  -0.7134
C  -5.1664  0.9943  -1.6104
O  -6.3736  1.0842  -1.4731
C  -4.5516  0.1465  -2.6378
C  -3.2235  0.0625  -2.7441
C  -2.3216  0.8179  -1.8289
O  -1.1134  0.7035  -1.9433
O  -2.6385  -0.7178  -3.6939
O  -4.8465  2.5731  0.2226
H  -2.2733  2.2412  -0.1713
H  -5.2172  -0.3981  -3.2942
H  -1.6757  -0.6088  -3.5628
H  -5.8091  2.4617  0.0949
C  4.9859  -3.1804  2.7129
C  5.2513  -4.4755  2.8989
C  4.3274  -5.5369  2.4053
O  4.6111  -6.7091  2.5764
C  3.0960  -5.1162  1.7290
C  2.8296  -3.8213  1.5464
C  3.7669  -2.7615  2.0158
O  3.4989  -1.5877  1.8151
O  1.6899  -3.4155  0.9228
O  6.3767  -4.8800  3.5459
H  5.6488  -2.4008  3.0641
H  2.4255  -5.8949  1.3913
H  1.7323  -2.4397  0.9138
H  6.3376  -5.8565  3.5493
C  -1.5000  -1.6878  -9.4463
C  -2.7458  -1.4768  -9.0157
C  -3.1057  -1.6229  -7.5760
O  -4.2493  -1.4039  -7.2159
C  -2.0523  -2.0348  -6.6428
C  -0.8077  -2.2491  -7.0738
C  -0.4418  -2.0763  -8.5084
O  0.7094  -2.2631  -8.8628
O  0.1797  -2.6342  -6.2193
O  -3.7391  -1.1183  -9.8738
H  -1.2253  -1.5830  -10.4874
H  -2.3301  -2.1545  -5.6045
H  0.9813  -2.7214  -6.7714
H  -4.5389  -1.0251  -9.3204

As for the LUMO energy: -1.857 eV. As for the total charge: 0. As for the SMILES: COCCCNC(=O)O[C@@H](I)[C@H](C)I.O=C1C=C(O)C(=O)C=C1O.O=C1C=C(O)C(=O)C=C1O.O=C1C=C(O)C(=O)C=C1O. As for the largest force on an atom: 5.07 eV/Å. Its energy is -75799.074 eV. Its HOMO-LUMO gap is 0.2669 Ha.

> Number 2 is which compound?

C26H27I2NO15